{
  "formula": "C51H57Ge2OS4Sn",
  "method": "wB97M-V/def2-TZVPD",
  "species": ["Sn", "C", "C", "C", "C", "C", "C", "C", "C", "C", "C", "C", "C", "C", "C", "C", "Ge", "S", "S", "Ge", "S", "S", "C", "C", "C", "C", "C", "C", "C", "C", "C", "C", "C", "C", "C", "C", "C", "C", "C", "C", "C", "C", "C", "C", "C", "C", "C", "C", "C", "C", "C", "C", "C", "C", "C", "H", "H", "H", "H", "H", "H", "H", "H", "H", "H", "H", "H", "H", "H", "H", "H", "H", "H", "H", "H", "H", "H", "H", "H", "H", "H", "H", "H", "H", "H", "H", "H", "H", "H", "H", "H", "H", "H", "H", "H", "H", "H", "H", "H", "H", "H", "H", "H", "H", "H", "C", "C", "C", "O", "H", "H", "H", "H", "H", "H", "H"],
  "coordinates": [[0.32, -0.60, 0.56], [1.93, -7.33, 2.18], [1.19, -7.05, 0.90], [1.78, -7.29, -0.34], [1.13, -6.97, -1.52], [1.81, -7.21, -2.84], [-0.14, -6.38, -1.47], [-0.78, -6.19, -0.25], [-2.19, -5.68, -0.13], [-0.09, -6.52, 0.92], [-0.82, -6.01, -2.75], [-1.52, -7.01, -3.42], [-2.18, -6.75, -4.61], [-2.13, -5.47, -5.14], [-1.43, -4.45, -4.49], [-0.76, -4.72, -3.29], [0.21, -3.28, -2.32], [-1.03, -2.42, -0.76], [2.23, -3.93, -1.57], [2.78, -1.85, -2.23], [2.66, -0.45, -0.58], [1.05, -1.68, -3.66], [4.54, -1.74, -3.13], [4.78, -0.71, -4.05], [6.02, -0.59, -4.67], [7.04, -1.49, -4.39], [6.81, -2.50, -3.48], [5.58, -2.64, -2.84], [5.48, -3.77, -1.87], [5.70, -3.55, -0.51], [5.95, -2.18, 0.04], [5.70, -4.65, 0.35], [5.50, -5.94, -0.11], [5.58, -7.12, 0.83], [5.27, -6.13, -1.47], [5.25, -5.06, -2.35], [4.95, -5.29, -3.81], [3.74, 0.30, -4.42], [3.59, 1.48, -3.69], [4.47, 1.82, -2.51], [2.62, 2.40, -4.08], [1.81, 2.18, -5.18], [0.74, 3.17, -5.57], [2.01, 1.02, -5.93], [2.97, 0.08, -5.57], [3.15, -1.16, -6.40], [-1.48, -3.11, -5.14], [-2.41, -2.15, -4.74], [-3.36, -2.38, -3.60], [-2.47, -0.94, -5.43], [-1.64, -0.67, -6.51], [-1.76, 0.62, -7.27], [-0.71, -1.64, -6.89], [-0.62, -2.85, -6.22], [0.43, -3.85, -6.62], [2.79, -7.97, 2.00], [1.28, -7.81, 2.91], [2.29, -6.40, 2.62], [2.77, -7.72, -0.38], [2.76, -7.73, -2.69], [2.02, -6.27, -3.35], [1.19, -7.81, -3.51], [-2.65, -5.52, -1.11], [-2.21, -4.73, 0.40], [-2.80, -6.40, 0.42], [-0.58, -6.34, 1.88], [-1.55, -8.00, -2.98], [-2.73, -7.53, -5.11], [-2.64, -5.24, -6.06], [6.18, 0.22, -5.37], [8.01, -1.39, -4.87], [7.60, -3.21, -3.24], [6.51, -1.56, -0.66], [6.52, -2.23, 0.97], [5.01, -1.66, 0.25], [5.87, -4.48, 1.41], [5.43, -6.81, 1.86], [6.56, -7.60, 0.77], [4.83, -7.87, 0.59], [5.09, -7.13, -1.84], [4.69, -6.33, -3.99], [5.80, -5.03, -4.44], [4.11, -4.67, -4.13], [5.12, 1.00, -2.23], [3.86, 2.06, -1.64], [5.09, 2.69, -2.75], [2.49, 3.30, -3.49], [0.75, 4.04, -4.91], [-0.25, 2.71, -5.50], [0.88, 3.51, -6.59], [1.39, 0.83, -6.80], [2.49, -1.14, -7.27], [2.92, -2.05, -5.82], [4.18, -1.25, -6.75], [-3.41, -3.43, -3.31], [-4.36, -2.04, -3.87], [-3.04, -1.82, -2.72], [-3.18, -0.19, -5.11], [-2.41, 1.33, -6.75], [-2.17, 0.46, -8.27], [-0.78, 1.10, -7.39], [-0.05, -1.44, -7.72], [1.04, -3.47, -7.44], [-0.02, -4.80, -6.94], [1.09, -4.07, -5.78], [-0.07, 2.96, -1.68], [-0.23, 1.45, -1.72], [-1.38, 1.03, -2.62], [-0.45, 0.99, -0.40], [0.07, 3.37, -2.68], [0.79, 3.24, -1.07], [-0.97, 3.41, -1.24], [0.69, 1.01, -2.13], [-2.32, 1.47, -2.25], [-1.48, -0.05, -2.62], [-1.22, 1.36, -3.65]],
  "mulliken_charge": [0.072, -1.572, 0.867, -0.607, 0.612, -1.315, 0.466, 1.535, -1.994, -1.077, -0.443, 0.092, -1.164, 0.343, -1.116, -0.202, -0.211, -0.563, 0.320, 0.150, -0.644, 0.271, -0.260, -0.520, 0.177, -1.075, 0.147, -0.827, 0.246, 1.135, -1.644, -1.162, 0.604, -1.632, -0.446, 1.303, -1.687, 0.693, 0.963, -2.027, -0.567, 0.621, -1.733, -0.056, 0.452, -1.359, 0.444, 1.080, -1.736, -0.545, 0.590, -1.663, -0.265, 1.152, -1.743, 0.347, 0.454, 0.262, 0.068, 0.471, 0.004, 0.416, 0.232, 0.298, 0.528, 0.387, 0.478, 0.395, 0.520, 0.500, 0.410, 0.489, 0.296, 0.562, 0.099, 0.378, 0.338, 0.368, 0.279, 0.334, 0.450, 0.426, -0.003, 0.277, 0.330, 0.423, 0.332, 0.373, 0.121, 0.465, 0.329, 0.427, 0.014, 0.435, 0.252, 0.559, 0.074, 0.269, 0.333, 0.385, 0.268, 0.352, 0.432, 0.453, 0.005, -1.651, 2.862, -0.416, -0.663, 0.167, 0.345, 0.434, -1.155, 0.446, -0.330, -0.215],
  "e_homo_ev": -4.80,
  "lumo_ev": 2.49,
  "molar_mass_g_mol": 1078.21,
  "charge": -1,
  "orbital_gap_ev": 7.3,
  "multiplicity": 1
}